# 1
C13H27N4O8PS | ωB97M-V/def2-TZVPD

Calculated values
E_HOMO	-9.52	eV
structure (SMILES)	N[C@@H](CCCNC(=O)CP(=O)(O)O)C(=O)O.CNC(=O)[C@H](CS)NC(C)=O
net charge	0
Kohn-Sham gap	9.586	eV
energy above the lowest of the compared OMol25 structures with the same formula, charge and spin	0.000	eV

Cartesian coordinates (Å):
O: 1.98397 -0.63792 -5.63790
O: 2.35742 -0.59711 6.37855
O: -3.00605 -2.61584 1.60685
O: -1.32874 0.44432 -1.84738
O: -6.18284 -1.44976 1.91707
O: 0.65321 0.75633 5.76211
O: -5.91432 0.85847 1.40443
O: -4.37666 -0.12339 3.11536
S: 1.97872 -0.19744 -0.82843
C: 2.36883 0.26185 -4.90627
C: 1.76050 0.02063 5.50889
C: -2.86054 -1.51360 1.12305
C: -0.59544 0.80002 -2.76826
N: -0.85865 1.98546 -3.33759
N: -1.63129 -0.89112 1.13490
N: 3.76407 -0.35055 3.97076
N: 1.75435 0.59069 -3.77121
C: 3.58697 1.07396 -5.27975
C: -0.28977 2.58118 -4.54759
C: -0.43711 -1.49141 1.72946
C: 2.32248 -0.00084 4.05784
C: 0.22273 -0.48275 2.67258
C: 1.57229 -1.01866 3.17881
C: 1.06320 -1.07832 -2.13262
C: -4.01962 -0.86112 0.46654
C: 0.57962 -0.11075 -3.23001
P: -5.12061 -0.44849 1.74728
H: 0.47943 0.62261 6.70690
H: -6.71936 0.64807 1.90330
H: -3.85258 0.65870 2.92333
H: 3.17194 -0.21170 -1.43299
H: -1.63261 2.47490 -2.91375
H: -1.49566 -0.16519 0.43187
H: 4.32705 0.31318 4.50363
H: 3.91582 -1.29483 4.33143
H: 2.13894 1.34004 -3.22015
H: 3.31976 2.12602 -5.35463
H: 4.35865 0.93615 -4.52535
H: 3.95782 0.72623 -6.24347
H: -0.17599 1.82386 -5.32663
H: -0.95559 3.36150 -4.92118
H: 0.68006 3.02997 -4.32788
H: -0.67646 -2.40136 2.29261
H: 0.25477 -1.78112 0.93276
H: 2.18779 1.00264 3.64003
H: 0.38480 0.45762 2.13562
H: -0.44796 -0.28358 3.51464
H: 2.19123 -1.25528 2.30599
H: 1.42144 -1.94788 3.73896
H: 0.20080 -1.58292 -1.69177
H: 1.70805 -1.83859 -2.57724
H: -4.50907 -1.56795 -0.20053
H: -3.73168 0.02855 -0.08739
H: 0.15189 -0.72352 -4.02552

Cartesian forces, eV/Å:
-0.2 0.0 0.3
-1.2 0.8 -0.6
-0.2 -0.2 0.4
0.5 -0.5 0.1
0.4 -0.8 0.5
0.5 -0.4 -0.4
0.3 1.9 -0.5
0.6 0.1 -0.5
-0.2 -0.1 0.2
0.5 -0.7 -1.7
1.7 -1.0 0.5
2.1 -1.5 -0.1
-0.1 -0.2 1.0
0.4 0.6 -1.0
-0.9 0.3 -0.4
-0.8 0.5 0.4
-1.3 0.5 1.2
-0.1 -0.1 0.1
0.1 -0.3 0.2
-0.1 0.3 0.2
0.4 -0.2 -0.2
0.3 -0.5 0.0
-0.6 0.4 -0.1
-0.4 0.3 -0.1
1.1 1.2 -1.0
0.4 0.1 -0.2
-3.2 -2.3 1.2
-0.1 0.0 0.0
-0.5 0.4 -0.3
0.5 0.4 0.6
0.0 0.0 0.0
0.0 -0.2 0.1
0.1 -0.2 0.3
-0.2 -0.4 0.0
0.0 0.5 0.1
0.0 -0.1 0.1
0.1 0.2 0.1
0.1 0.2 0.0
-0.1 0.0 0.2
0.0 0.1 0.0
0.0 -0.2 0.1
0.0 0.0 -0.2
-0.4 0.3 -0.3
0.0 0.0 0.0
0.0 -0.1 0.0
0.0 0.0 0.1
0.0 0.0 -0.1
0.1 0.1 0.2
0.0 0.0 0.0
0.2 0.1 0.2
-0.1 0.2 0.0
-0.1 0.0 0.2
0.1 0.1 -0.2
0.2 0.0 -0.3



# 2
C3H3ClN2O2 | ωB97M-V/def2-TZVPD

Calculated values
E_HOMO	-8.53	eV
structure (SMILES)	[H]/N=c1\[nH]c(O)c(Cl)o1
net charge	0
Kohn-Sham gap	8.596	eV
energy above the lowest of the compared OMol25 structures with the same formula, charge and spin	2.915	eV

Cartesian coordinates (Å):
C: -0.35453 -0.07625 0.87316
C: 0.28963 -1.67220 -0.66299
C: -0.05068 0.60595 -0.23014
H: -0.45353 1.36628 2.22080
H: -0.73808 -2.18271 1.14724
H: 0.50741 -3.58623 -0.69462
N: -0.09690 -1.45592 0.61133
N: 0.45101 -2.69447 -1.28832
O: -0.98848 0.33970 2.00696
O: 0.61940 -0.39383 -1.11385
Cl: 0.10891 2.39668 -0.29174

Cartesian forces, eV/Å:
-1.1 -0.6 -0.3
0.3 3.8 1.5
1.7 -0.6 -0.5
-2.6 -4.5 -0.8
2.0 2.1 -1.7
-0.6 1.9 -1.2
-3.3 -1.0 4.8
1.2 -4.6 -1.3
3.4 4.0 0.3
-1.1 1.9 -0.4
0.0 -2.4 -0.4



# 3
C3H7N3S2 | ωB97M-V/def2-TZVPD

Calculated values
E_HOMO	-8.39	eV
structure (SMILES)	CS/N=C\NNC=S
net charge	0
Kohn-Sham gap	8.972	eV
energy above the lowest of the compared OMol25 structures with the same formula, charge and spin	2.878	eV

Cartesian coordinates (Å):
C: -0.28533 -2.17163 -2.52081
C: 0.02147 -1.15823 1.09616
C: 0.25917 1.99524 0.51813
H: -1.38628 -2.11044 -2.53839
H: 0.07905 -3.11752 -2.33274
H: -0.11489 -1.86243 -3.58422
H: -0.59756 -1.58206 1.84428
H: 0.69405 0.40668 2.34843
H: 2.09907 1.17131 0.26854
H: 0.67982 2.79586 -0.06376
N: -0.12178 -1.58039 -0.01427
N: 0.98798 -0.10517 1.44487
N: 1.18950 1.05096 0.62059
S: 0.33967 -0.88779 -1.41600
S: -1.32811 1.93457 1.11216

Cartesian forces, eV/Å:
-1.8 2.9 -1.8
2.0 3.4 2.8
-1.5 -0.4 0.3
0.3 -0.5 0.6
0.8 -1.9 0.5
0.6 -0.2 0.9
0.1 -0.1 1.5
0.4 -1.8 -1.4
1.1 0.0 -0.5
-0.3 0.7 -0.2
-1.8 -2.2 -4.0
-0.8 1.8 2.5
-2.0 -1.7 0.8
0.9 -0.2 -1.4
2.1 0.1 -0.6



# 4
CH7N2S2 | ωB97M-V/def2-TZVPD

Calculated values
E_HOMO	-12.89	eV
net charge	+1
Kohn-Sham gap	8.974	eV
energy above the lowest of the compared OMol25 structures with the same formula, charge and spin	0.308	eV

Cartesian coordinates (Å):
S: -0.11386 1.85292 2.20945
S: -1.63835 0.45956 2.39443
H: -0.18056 1.93456 0.87834
H: -2.61848 1.32284 2.70310
N: 1.45987 -1.45236 -0.98331
C: 0.24414 -0.98038 -1.03346
N: -0.06381 0.28304 -1.16056
H: 2.27618 -0.85710 -0.94973
H: 1.59337 -2.44495 -0.85798
H: -0.57711 -1.68962 -0.95989
H: -1.02192 0.56424 -1.02268
H: 0.64052 1.00725 -1.21772

Cartesian forces, eV/Å:
-0.1 -0.3 0.1
0.2 0.1 0.1
0.0 0.3 -0.1
-0.1 0.0 -0.1
0.0 -0.1 0.1
-0.2 0.0 0.2
0.1 0.0 0.1
0.0 0.0 -0.1
0.1 0.0 -0.1
0.1 0.1 0.0
-0.1 0.1 -0.2
-0.1 0.0 0.0



# 5
CH7NOS | ωB97M-V/def2-TZVPD

Calculated values
E_HOMO	-9.60	eV
structure (SMILES)	NCO.S
net charge	0
Kohn-Sham gap	10.135	eV
energy above the lowest of the compared OMol25 structures with the same formula, charge and spin	1.681	eV

Cartesian coordinates (Å):
S: 2.12534 4.27625 2.08071
H: 2.62008 5.05982 3.12389
H: 1.49851 3.47996 2.98344
N: -0.29094 -2.44431 -1.58826
C: -1.12467 -1.23682 -1.36289
O: -1.08237 -0.97502 0.04817
H: 0.44418 -2.61643 -0.71727
H: -0.86345 -3.29634 -1.34542
H: -0.32182 -0.62343 -1.88754
H: -2.27259 -1.40709 -1.72144
H: -0.73229 -0.21660 0.38661

Cartesian forces, eV/Å:
0.2 0.5 1.4
-0.4 -0.7 -1.1
0.2 0.2 -0.4
0.2 -3.5 3.1
2.0 -0.5 0.4
-2.6 -3.6 -1.1
-2.2 1.5 -2.8
0.4 0.9 -0.7
-2.5 1.0 0.2
3.1 0.8 0.5
1.5 3.5 0.5



# 6
C28H35CrF3N4O3P2S | ωB97M-V/def2-TZVPD

Calculated values
spin multiplicity	5
E_HOMO (alpha / beta)	-8.65 / -8.65	eV
expectation value of S²	6.06
net charge	0
Kohn-Sham gap (alpha / beta)	8.485 / 7.872	eV

Cartesian coordinates (Å):
Cr: 0.16180 0.35399 2.39704
C: -1.93522 1.80345 -4.57063
C: -2.04269 0.51324 -4.23335
C: -1.27857 -0.58898 -4.90108
C: 0.20540 -0.27790 -5.21092
C: 0.92352 0.53895 -4.15442
C: 0.98654 1.87810 -4.20357
C: 0.36689 2.68480 -5.32337
C: -1.08779 2.31556 -5.70874
C: 1.72718 1.06097 3.68486
H: -2.56831 2.57461 -4.12007
H: -2.85727 0.17467 -3.59102
H: -1.76951 -0.89125 -5.84449
H: -1.32237 -1.48827 -4.26893
H: 0.73019 -1.24443 -5.31189
H: 0.26895 0.18795 -6.20958
H: 1.49586 -0.04877 -3.42963
H: 1.62325 2.45283 -3.53215
H: 0.97096 2.63317 -6.24621
H: 0.37765 3.75108 -5.05274
H: -1.56931 3.23197 -6.09592
H: -1.07505 1.61931 -6.56318
H: 1.14528 1.77599 4.29721
H: 2.58914 1.58742 3.25504
H: 2.11997 0.30511 4.38413
P: 1.74054 -0.44125 0.97753
P: -1.30663 -0.93249 1.11940
N: 2.67144 0.87254 0.35232
N: 2.89259 -1.64406 1.50306
N: -2.05862 0.44740 0.36332
N: -2.67849 -1.88307 1.48644
C: 0.97334 -1.14757 -0.50605
C: -0.40987 -1.77786 -0.22324
C: 2.60782 2.18983 0.82516
C: 3.65499 2.89622 0.25609
C: 4.36248 1.99994 -0.61481
C: 3.73673 0.76160 -0.54189
C: 3.73680 -1.51289 2.61338
C: 4.39160 -2.71824 2.81778
C: 3.92518 -3.63495 1.81366
C: 3.00099 -2.95871 1.04048
C: -2.06092 1.73977 0.93225
C: -2.44148 2.62674 -0.06440
C: -2.65150 1.88411 -1.26506
C: -2.41153 0.54920 -0.97264
C: -3.79230 -2.14379 0.67776
C: -4.72900 -2.83360 1.43724
C: -4.17648 -3.01158 2.75020
C: -2.91833 -2.43544 2.75289
H: 1.64949 -1.89963 -0.92856
H: 0.89125 -0.31611 -1.22738
H: -1.03793 -1.78898 -1.12765
H: -0.32071 -2.81973 0.13890
H: 1.83467 2.48630 1.52223
H: 3.89539 3.92752 0.45225
H: 5.22996 2.23458 -1.20745
H: 3.93123 -0.17761 -1.03444
H: 3.77753 -0.57596 3.16055
H: 5.11882 -2.93339 3.58792
H: 4.23438 -4.66354 1.68177
H: 2.39372 -3.30244 0.21297
H: -1.85649 1.87042 1.98998
H: -2.54665 3.69884 0.03923
H: -2.93259 2.26926 -2.23182
H: -2.46543 -0.32788 -1.59287
H: -3.81453 -1.80464 -0.34806
H: -5.70246 -3.16789 1.10044
H: -4.63734 -3.49705 3.59556
H: -2.14704 -2.38180 3.50714
F: -1.39412 -0.53268 8.02976
C: -0.78543 0.05331 6.96700
F: -0.66158 1.37432 7.22255
F: 0.46711 -0.46504 6.84491
S: -1.72516 -0.22673 5.38153
O: -1.79943 -1.67816 5.37811
O: -2.96169 0.50839 5.58974
O: -0.88081 0.34096 4.31846

Cartesian forces, eV/Å:
0.3 0.3 4.0
-0.4 -0.3 -0.4
-0.7 0.6 -0.8
0.2 -0.5 0.0
0.2 -0.4 -0.2
0.2 0.4 -0.5
0.5 -0.6 -0.6
-0.2 0.5 0.0
0.0 0.3 -0.3
0.0 0.3 -0.3
0.2 -0.4 0.0
0.3 0.3 0.2
0.1 0.2 0.3
0.0 0.2 0.0
-0.2 0.3 0.0
0.2 0.0 0.6
-0.2 0.4 0.0
-0.2 -0.3 0.2
0.0 -0.1 0.4
0.1 -0.3 0.1
0.2 -0.4 0.1
-0.2 0.1 0.5
0.3 -0.2 -0.2
-0.1 -0.1 0.2
-0.4 0.0 -0.3
1.5 0.6 -0.3
-2.1 0.2 -0.5
0.1 -0.4 0.0
-0.3 0.2 0.1
0.5 0.0 -0.3
0.0 -0.4 0.1
0.0 -0.5 -0.5
-0.2 -0.4 -0.3
1.0 0.1 -0.6
-0.8 -0.9 0.1
-0.8 -1.0 0.4
0.2 1.3 0.3
0.3 -0.6 0.0
-0.7 0.7 -0.7
-0.6 0.9 -0.2
0.4 -0.3 0.3
-0.2 -0.2 -1.2
0.3 -0.6 0.5
0.2 -1.0 0.6
-0.1 1.2 0.3
-0.5 -0.5 0.6
1.0 0.6 -0.3
1.1 0.6 -0.5
-0.7 -0.4 -0.4
-0.2 0.2 -0.3
0.0 -0.2 0.3
0.4 -0.2 0.2
0.0 0.4 -0.2
0.3 0.0 -0.2
-0.1 0.0 -0.1
0.0 0.0 0.0
0.1 0.0 0.0
0.0 -0.3 -0.2
-0.1 0.1 -0.1
-0.1 0.2 0.0
0.2 0.0 0.2
-0.2 0.1 -0.1
0.0 -0.2 0.1
0.0 0.0 0.3
0.0 0.1 0.0
-0.1 0.0 0.2
0.2 0.1 0.0
0.0 0.0 -0.1
-0.3 0.0 0.1
0.5 0.5 -1.1
0.6 0.2 0.1
-0.1 -0.7 0.0
-0.8 0.3 0.3
-1.7 -0.5 1.4
0.2 0.8 -0.2
1.1 -0.6 -0.4
0.3 0.1 -0.8



no.,strongest force on any atom (eV/Å)
1,4.1
2,5.9
3,4.9
4,0.4
5,4.6
6,4.1